1.
ORCA calculation (wB97M-V/def2-TZVPD) on a structure of composition C42H31AsN2O4S2TeTi.

CARTESIAN COORDINATES (ANGSTROEM)
1 Ti 2.0756 0.5138 0.9534
2 O 6.0648 0.8325 -0.2002
3 C 4.9402 0.9571 0.2651
4 O 3.9690 0.1207 0.2287
5 C 4.5724 2.2348 1.0061
6 C 5.3424 3.3812 1.1191
7 C 4.7875 4.4838 1.7570
8 C 3.4887 4.4241 2.2484
9 C 2.7927 3.2377 2.0997
10 N 3.3524 2.1837 1.5182
11 C 1.3358 2.9869 2.4461
12 O 0.6780 3.8390 3.0260
13 O 0.9269 1.8426 2.0244
14 H 6.3331 3.3904 0.6866
15 H 5.3595 5.3994 1.8523
16 H 3.0025 5.2644 2.7242
17 S 2.6030 -0.7148 3.0852
18 C 1.7251 -2.2030 3.3972
19 C 2.3956 -3.1701 4.1681
20 C 1.7999 -4.3578 4.5409
21 C 0.4943 -4.6288 4.1497
22 C -0.1791 -3.6929 3.3812
23 C 0.4079 -2.4885 2.9897
24 As -0.5920 -1.1626 1.9312
25 C -2.3846 -1.9579 2.1697
26 C -2.9450 -2.9254 1.3374
27 C -4.2218 -3.4172 1.5769
28 C -4.9606 -2.9535 2.6564
29 C -4.4162 -1.9877 3.4920
30 C -3.1437 -1.4928 3.2422
31 C -0.1689 -1.7752 0.0847
32 C -1.2590 -1.4395 -0.8471
33 C -1.5389 -2.2329 -1.9471
34 C -0.8363 -3.3833 -2.2403
35 C 0.3087 -3.8150 -1.4022
36 C 0.3832 -3.2095 0.0143
37 H 3.4128 -2.9511 4.4693
38 H 2.3552 -5.0734 5.1381
39 H 0.0063 -5.5543 4.4333
40 H -1.1947 -3.9128 3.0765
41 H -2.3836 -3.2997 0.4899
42 H -4.6390 -4.1671 0.9144
43 H -5.9570 -3.3376 2.8422
44 H -4.9862 -1.6131 4.3346
45 H -2.7282 -0.7271 3.8894
46 H -1.8119 -0.5184 -0.6954
47 H -2.3360 -1.9223 -2.6166
48 H -1.0629 -3.9338 -3.1463
49 H 0.3701 -4.9073 -1.3697
50 H 0.1425 -3.8897 0.8294
51 S 1.8709 -1.8845 -2.8857
52 C 1.7416 -3.2250 -1.7012
53 C 1.8116 -2.6649 -0.2530
54 C 1.3079 -1.2018 -0.2683
55 C 1.5126 -0.6483 -1.6404
56 C 1.6388 0.6632 -1.9434
57 C 1.8959 1.1708 -3.2855
58 C 2.0987 2.4875 -3.4996
59 C 2.0428 3.4147 -2.4093
60 C 1.7999 2.8976 -1.1649
61 N 1.5801 1.6032 -0.8877
62 H 2.4729 -3.9939 -1.9504
63 H 2.6906 -2.9124 0.3418
64 H 1.9392 0.4628 -4.1032
65 H 2.3012 2.8442 -4.5047
66 H 2.1945 4.4761 -2.5441
67 H 1.7575 3.5670 -0.3086
68 C -1.2703 1.9525 -2.3262
69 Te -1.4309 2.4229 -0.2455
70 C -3.5075 2.7702 -0.7481
71 C -3.5912 2.8792 -2.2464
72 C -4.7309 3.3630 -2.8854
73 C -4.7933 3.4465 -4.2671
74 C -3.7056 3.0381 -5.0290
75 C -2.5699 2.5545 -4.4003
76 C -2.4989 2.4742 -3.0106
77 H -1.1710 0.8720 -2.4498
78 H -0.3661 2.4153 -2.7163
79 H -3.8602 3.6849 -0.2720
80 H -4.1231 1.9437 -0.3894
81 H -5.5770 3.6807 -2.2855
82 H -5.6850 3.8311 -4.7485
83 H -3.7415 3.1009 -6.1102
84 H -1.7146 2.2375 -4.9863

Forces on the atoms, in the same order (eV/Å):
-0.090 -0.349 0.196
-0.006 0.057 0.013
0.084 -0.183 0.051
-0.063 0.172 -0.066
-0.048 0.017 0.070
0.006 -0.012 -0.038
0.045 -0.037 -0.009
-0.058 -0.042 0.081
0.118 -0.088 0.024
0.044 0.200 -0.145
-0.294 -0.057 0.004
0.152 0.038 0.030
0.089 0.198 -0.163
0.004 0.002 0.004
0.004 0.000 -0.007
-0.008 0.001 -0.012
-0.022 0.057 -0.102
0.013 0.034 0.008
0.024 0.006 0.006
0.001 -0.010 0.007
-0.012 -0.009 0.002
-0.014 -0.006 -0.006
-0.060 0.000 -0.004
0.067 -0.011 -0.029
0.010 0.020 0.026
0.049 -0.025 -0.016
-0.013 -0.017 -0.008
-0.015 0.007 0.012
-0.021 -0.002 0.001
0.019 0.019 0.003
0.055 -0.043 0.068
-0.002 0.026 -0.010
-0.052 0.013 -0.081
0.004 -0.020 -0.004
-0.002 0.000 0.000
-0.002 -0.054 0.020
0.001 -0.002 0.001
0.001 -0.003 0.001
0.002 0.002 -0.001
-0.012 0.005 -0.009
-0.011 -0.005 0.033
-0.002 -0.002 0.001
-0.004 -0.003 0.001
-0.002 0.001 0.002
-0.003 -0.008 -0.002
0.007 -0.030 0.010
-0.004 -0.001 -0.004
-0.014 -0.004 -0.003
0.017 0.011 0.005
0.000 0.024 -0.003
-0.015 -0.081 -0.025
0.005 -0.015 -0.006
0.071 0.010 0.038
0.037 0.125 -0.004
-0.085 0.048 -0.047
0.074 0.027 0.016
0.069 -0.007 -0.006
0.013 0.016 0.040
0.005 0.032 -0.044
-0.027 0.006 0.025
0.048 -0.087 0.102
-0.004 0.008 -0.009
-0.015 0.001 -0.013
-0.004 -0.003 -0.009
0.001 0.005 -0.001
-0.007 -0.004 -0.006
-0.008 -0.012 -0.020
0.088 -0.003 -0.017
-0.134 -0.022 -0.109
-0.038 0.053 0.107
-0.052 0.025 0.003
-0.021 0.014 0.017
-0.020 0.009 -0.006
0.007 -0.003 -0.010
0.028 -0.003 -0.034
0.036 -0.030 0.004
0.036 0.008 0.018
-0.057 0.008 0.000
-0.017 -0.004 0.020
0.013 -0.013 0.015
-0.007 0.002 0.002
-0.003 0.001 -0.003
-0.001 0.001 -0.002
0.005 -0.001 0.006

* 2S+1: 3
* expectation value of S²: 2.03
* total charge: -2

So, what does the Mulliken scheme give us? The charges, in e, come out as: -0.650 -0.808 0.333 -0.416 0.467 -0.813 -0.276 -0.866 0.293 0.472 0.422 -0.815 -0.573 0.538 0.407 0.546 -0.701 0.481 -0.835 -0.505 -0.822 -0.060 -0.131 0.497 -0.046 0.400 -0.787 -0.432 -0.635 -0.648 1.948 -1.158 -0.282 -1.407 -0.526 0.166 0.408 0.320 0.373 0.309 0.177 0.396 0.357 0.378 0.411 0.714 0.402 0.308 0.554 0.531 -0.813 0.478 -1.428 0.430 0.383 0.426 -1.279 -0.782 -1.151 0.149 1.149 0.534 0.372 0.358 0.349 0.379 -0.047 -0.221 0.156 -1.327 0.593 -0.656 -0.500 -0.551 -0.505 0.382 0.241 -0.054 0.494 0.393 0.408 0.360 0.381 0.481

=====

2.
ORCA calculation (wB97M-V/def2-TZVPD) on a structure of composition C42H31AsN2O4S2TeTi.

CARTESIAN COORDINATES (ANGSTROEM)
1 Ti 1.4729 0.6598 -0.4562
2 O -2.2081 2.5459 -0.7410
3 C -1.0615 2.2135 -0.4911
4 O -0.5651 1.0197 -0.5763
5 C -0.0306 3.2403 -0.0574
6 C -0.2506 4.5718 0.2411
7 C 0.8419 5.3402 0.6264
8 C 2.1070 4.7730 0.7105
9 C 2.2348 3.4323 0.4012
10 N 1.1866 2.7251 0.0167
11 C 3.4937 2.5845 0.4842
12 O 4.5612 3.0915 0.7765
13 O 3.2642 1.3374 0.2104
14 H -1.2535 4.9707 0.1827
15 H 0.7009 6.3827 0.8851
16 H 2.9757 5.3271 1.0361
17 S 1.0354 2.7650 3.5471
18 C -0.5522 2.0979 3.6896
19 C -1.6029 2.7685 4.3516
20 C -2.8691 2.2264 4.4485
21 C -3.1587 0.9813 3.8946
22 C -2.1461 0.2926 3.2427
23 C -0.8687 0.8321 3.1417
24 As 0.5689 -0.0548 2.1929
25 C 1.8215 -0.5107 3.6121
26 C 1.4538 -0.6082 4.9490
27 C 2.3938 -0.9507 5.9100
28 C 3.7116 -1.1914 5.5420
29 C 4.0875 -1.0789 4.2104
30 C 3.1456 -0.7364 3.2494
31 C -0.2824 -1.8198 1.9520
32 C -0.1914 -2.8607 2.8722
33 C -0.7775 -4.0927 2.6085
34 C -1.4615 -4.2991 1.4182
35 C -1.5551 -3.2678 0.4947
36 C -0.9693 -2.0374 0.7588
37 H -1.3868 3.7395 4.7817
38 H -3.6488 2.7826 4.9599
39 H -4.1553 0.5622 3.9598
40 H -2.3558 -0.6750 2.8026
41 H 0.4312 -0.3893 5.2366
42 H 2.1000 -1.0156 6.9514
43 H 4.4473 -1.4517 6.2945
44 H 5.1179 -1.2419 3.9190
45 H 3.4516 -0.6088 2.2158
46 H 0.3512 -2.7171 3.7986
47 H -0.6913 -4.8952 3.3326
48 H -1.9096 -5.2633 1.2069
49 H -2.0669 -3.4215 -0.4482
50 H -1.0401 -1.2469 0.0191
51 S 2.3814 -0.1433 -4.8835
52 C 1.8966 1.5156 -4.8402
53 C 1.5720 1.9107 -3.5766
54 C 1.7122 0.9010 -2.5710
55 C 2.1649 -0.2726 -3.1534
56 C 2.4126 -1.4520 -2.3723
57 C 2.8948 -2.6585 -2.8701
58 C 3.0852 -3.7448 -2.0401
59 C 2.7902 -3.5742 -0.6585
60 C 2.3297 -2.3695 -0.2182
61 N 2.1120 -1.2806 -1.0124
62 H 1.8737 2.0946 -5.7516
63 H 1.2363 2.9208 -3.3647
64 H 3.1124 -2.7294 -3.9303
65 H 3.4544 -4.6858 -2.4268
66 H 2.9191 -4.3793 0.0534
67 H 2.1048 -2.2355 0.8334
68 C -2.9521 -2.2748 -3.4843
69 Te -0.8487 -1.8501 -3.2956
70 C -1.4541 0.1547 -3.7010
71 C -2.8102 0.0673 -4.3430
72 C -3.3586 1.1550 -5.0185
73 C -4.6124 1.0709 -5.6031
74 C -5.3397 -0.1094 -5.5116
75 C -4.8044 -1.1922 -4.8309
76 C -3.5430 -1.1157 -4.2463
77 H -3.4159 -2.3596 -2.4998
78 H -3.1033 -3.2155 -4.0136
79 H -0.7163 0.6198 -4.3511
80 H -1.4882 0.7022 -2.7589
81 H -2.7895 2.0752 -5.0790
82 H -5.0238 1.9248 -6.1281
83 H -6.3201 -0.1836 -5.9672
84 H -5.3694 -2.1148 -4.7506

Forces on the atoms, in the same order (eV/Å):
0.077 0.119 0.002
0.015 0.012 0.009
-0.038 -0.039 -0.006
0.059 0.005 -0.031
0.060 -0.008 -0.037
-0.017 0.006 0.016
-0.001 0.006 -0.001
-0.001 -0.006 0.012
0.016 -0.021 0.010
-0.081 -0.060 -0.025
-0.045 0.021 0.016
0.020 -0.027 -0.003
-0.028 0.008 -0.002
-0.002 -0.002 0.006
0.001 0.001 0.002
-0.002 0.002 -0.001
0.000 0.002 0.017
-0.023 -0.038 -0.052
0.006 0.022 0.019
-0.007 -0.004 0.009
0.006 0.011 -0.003
-0.003 -0.025 -0.005
0.051 0.043 0.041
-0.024 0.005 0.037
0.059 -0.010 -0.056
-0.035 0.005 0.002
-0.023 0.009 -0.010
0.026 -0.006 -0.030
-0.017 -0.008 0.061
-0.012 0.012 -0.032
0.020 -0.002 0.022
0.011 -0.007 -0.009
0.004 0.010 0.001
0.001 -0.004 0.011
-0.009 0.002 -0.002
-0.018 -0.006 -0.009
-0.003 -0.001 -0.002
0.003 0.005 -0.001
0.002 -0.010 -0.004
-0.010 0.003 0.004
-0.003 0.001 0.000
0.000 0.003 0.001
-0.001 0.002 0.001
0.000 0.001 -0.008
-0.001 0.001 0.012
-0.001 0.003 0.003
0.000 0.000 0.002
0.002 0.000 -0.001
0.007 0.011 -0.001
-0.002 0.003 0.003
0.050 0.048 0.010
-0.048 -0.013 0.009
0.063 0.002 -0.024
0.044 -0.020 -0.022
-0.066 0.014 0.081
0.002 0.134 -0.044
-0.020 -0.097 0.038
-0.005 0.060 -0.025
-0.003 -0.021 0.022
0.023 0.014 -0.016
-0.050 -0.117 -0.012
-0.010 -0.005 0.000
0.001 0.000 -0.006
-0.014 0.009 -0.005
-0.002 -0.002 0.005
0.004 -0.001 -0.006
0.001 -0.002 -0.002
-0.025 -0.023 -0.034
-0.007 -0.073 0.032
-0.007 0.004 0.005
0.038 0.045 -0.011
-0.012 0.001 -0.012
-0.003 -0.014 0.005
0.005 0.013 0.002
0.002 0.003 -0.010
-0.039 -0.034 0.015
0.033 0.019 0.017
-0.003 0.007 0.000
0.003 0.019 -0.002
0.008 -0.015 0.006
0.001 -0.001 0.001
0.002 0.002 0.000
-0.001 -0.004 0.000
-0.002 0.001 -0.004

* 2S+1: 3
* expectation value of S²: 2.03
* total charge: -2

So, what does the Mulliken scheme give us? The charges, in e, come out as: -0.440 -0.810 0.292 0.123 0.083 -0.741 -0.376 -0.641 0.140 1.114 0.342 -0.788 -0.196 0.548 0.400 0.526 -0.381 0.470 -0.673 -0.435 -0.871 -0.294 -0.154 0.560 0.278 -0.531 -0.660 -0.447 -0.746 -0.405 -0.096 -0.209 -0.776 -0.595 -0.572 0.284 0.369 0.314 0.349 0.374 0.409 0.369 0.343 0.405 0.303 0.316 0.321 0.338 0.214 0.168 -0.334 -0.578 -0.526 0.392 0.474 0.315 -0.883 -0.808 -0.965 -0.325 1.039 0.443 0.354 0.352 0.357 0.453 0.340 -1.347 0.207 -0.109 0.474 -0.659 -0.561 -0.488 -0.656 0.637 0.438 0.520 0.215 -0.257 0.434 0.373 0.362 0.401

=====

3.
ORCA calculation (wB97M-V/def2-TZVPD) on a structure of composition C42H32Cl5FeP2 at a distorted geometry.

CARTESIAN COORDINATES (ANGSTROEM)
1 C -0.2911 -1.8900 -3.7962
2 C -0.1716 -0.5161 -3.5684
3 C 0.6486 0.2648 -4.3956
4 C 1.2799 -0.3158 -5.4908
5 C 1.1017 -1.6708 -5.7599
6 C 0.3320 -2.4638 -4.8994
7 P -1.0143 0.2207 -2.1355
8 C -1.2694 1.9497 -2.6864
9 C -0.3500 2.9508 -2.3215
10 C -0.5570 4.2745 -2.7321
11 C -1.6470 4.5864 -3.5589
12 C -2.5278 3.5774 -3.9588
13 C -2.3594 2.2658 -3.5109
14 Fe 0.1561 0.2086 -0.2945
15 P 1.6144 -1.4073 -0.3507
16 C 2.8113 -1.1145 -1.7069
17 C 3.1769 -2.1124 -2.6179
18 C 4.1210 -1.8502 -3.6135
19 C 4.6385 -0.5591 -3.7663
20 C 4.2121 0.4682 -2.9168
21 C 3.3282 0.1832 -1.8737
22 C 2.6222 -1.4910 1.1801
23 C 1.9555 -1.6795 2.3988
24 C 2.6703 -1.6749 3.5960
25 C 4.0597 -1.4916 3.5796
26 C 4.7378 -1.3729 2.3585
27 C 4.0205 -1.3879 1.1560
28 C 1.0603 -3.1348 -0.5020
29 C -0.3027 -3.4697 -0.5763
30 C -0.6756 -4.8078 -0.7365
31 C 0.3033 -5.8066 -0.8118
32 C 1.6579 -5.4736 -0.6927
33 C 2.0355 -4.1433 -0.5160
34 C -2.6346 -0.6314 -2.1153
35 C -3.2584 -0.9311 -3.3389
36 C -4.5295 -1.5183 -3.3561
37 C -5.1905 -1.8011 -2.1533
38 C -4.5563 -1.5477 -0.9349
39 C -3.2741 -1.0006 -0.9202
40 H 0.8809 -1.8640 2.4049
41 H 2.1524 -1.8083 4.5459
42 H 4.6208 -1.4648 4.5113
43 H 5.8277 -1.2704 2.3253
44 H 4.5485 -1.3312 0.2018
45 H 2.7196 -3.1024 -2.5633
46 H 4.4338 -2.6683 -4.2676
47 H 5.3500 -0.3564 -4.5733
48 H 4.5816 1.4839 -3.0635
49 H 3.0274 0.9740 -1.1860
50 H -1.0569 -2.6835 -0.5004
51 H -1.7372 -5.0681 -0.8081
52 H 0.0108 -6.8441 -0.9533
53 H 2.4351 -6.2385 -0.7382
54 H 3.0884 -3.8889 -0.4050
55 H -2.7655 -0.7218 -4.2904
56 H -4.9987 -1.7519 -4.3142
57 H -6.1866 -2.2407 -2.1669
58 H -5.0459 -1.7772 0.0148
59 H -2.7731 -0.8439 0.0340
60 H 0.5211 2.6922 -1.7130
61 H 0.1377 5.0531 -2.4029
62 H -1.7996 5.6182 -3.8825
63 H -3.3653 3.8166 -4.6195
64 H -3.0773 1.5064 -3.8087
65 H 0.7831 1.3238 -4.1874
66 H 1.9153 0.3013 -6.1347
67 H 1.5974 -2.1319 -6.6145
68 H 0.2083 -3.5356 -5.0584
69 H -0.8876 -2.5164 -3.1281
70 H 2.2761 -4.0721 -6.3131
71 H 1.6645 -4.2517 -5.9183
72 Cl -2.0142 1.5135 0.6294
73 C -0.6988 2.3143 1.4255
74 C 0.5491 1.8187 1.1144
75 C 1.6469 2.4290 1.7019
76 Cl 3.2161 1.8918 1.2989
77 C 1.5008 3.5358 2.5858
78 Cl 2.8676 4.2860 3.2691
79 C 0.2096 4.0273 2.8995
80 Cl -0.0027 5.3605 3.9483
81 C -0.9092 3.4096 2.2850
82 Cl -2.4950 3.9663 2.6146

Forces on the atoms, in the same order (eV/Å):
0.018 -0.069 -0.138
0.404 -0.104 0.017
-0.182 -0.184 0.141
0.068 0.058 -0.069
-0.038 -0.207 0.224
-0.007 0.275 0.081
-1.506 0.239 -2.893
-0.288 0.168 -0.030
-0.486 0.032 -0.105
-0.063 -0.263 -0.063
0.260 -0.204 0.247
-0.009 0.082 0.024
0.291 0.419 0.106
0.234 2.115 2.323
2.502 -3.003 0.324
-0.095 0.227 -0.372
-0.001 -0.059 -0.018
-0.088 0.222 0.122
-0.159 -0.167 -0.035
0.026 -0.238 0.086
-0.056 -0.149 -0.202
0.297 0.047 0.068
0.187 0.131 -0.024
0.234 0.082 -0.106
-0.034 -0.010 -0.407
-0.203 -0.054 -0.021
-0.140 0.054 0.197
-0.274 -0.129 -0.024
0.533 -0.124 -0.059
-0.011 -0.004 0.022
0.015 0.393 0.030
-0.043 0.181 0.052
-0.336 -0.200 -0.069
-0.130 -0.166 -0.161
-0.472 -0.131 0.079
0.203 0.096 0.235
0.281 0.054 -0.076
0.083 -0.066 -0.038
0.046 0.269 -0.243
0.139 0.133 0.062
0.120 -0.002 -0.272
-0.147 -0.032 -0.178
-0.456 -0.083 0.103
-0.128 0.112 0.298
0.247 0.360 -0.026
-0.106 0.380 0.142
-0.259 -0.024 0.376
-0.083 -0.287 0.101
0.090 -0.106 -0.192
0.079 -0.254 -0.125
0.454 0.074 0.055
0.038 0.195 0.037
-0.331 0.151 0.047
-0.201 -0.073 0.001
-0.097 -0.030 0.328
0.123 0.091 0.342
0.232 0.121 -0.008
0.124 0.001 -0.386
-0.184 -0.086 -0.138
-0.196 0.138 -0.099
-0.262 -0.264 -0.227
0.023 -0.370 0.073
0.289 -0.074 0.262
0.148 0.164 0.092
-0.048 -0.169 -0.115
-0.289 -0.285 0.221
-0.220 0.272 0.231
-0.008 0.417 -0.040
0.149 0.210 -0.261
-0.207 -0.317 0.147
0.569 -0.183 -0.337
-0.421 0.553 0.738
1.012 -0.725 -0.700
-1.267 -0.887 -0.911
0.730 -0.173 -0.335
-0.662 0.290 0.350
-0.726 1.347 1.169
-0.389 -0.248 -0.191
0.835 -0.320 -0.398
0.069 -0.350 -0.240
-0.848 1.063 1.023
1.004 -0.345 -0.244

* 2S+1: 6
* expectation value of S²: 8.79
* total charge: +2

So, what does the Mulliken scheme give us? The charges, in e, come out as: -0.343 0.283 -0.486 -0.899 -0.371 -0.760 2.217 0.518 -0.304 -0.810 -0.654 -0.688 -0.679 -0.454 1.296 0.855 -0.699 -0.624 -0.654 -0.828 -0.212 0.920 -0.594 -0.693 -0.586 -0.569 -0.297 0.648 -0.552 -0.385 -0.682 -0.697 -0.695 1.114 -0.780 -0.862 -0.646 -1.073 -0.515 0.443 0.445 0.437 0.436 0.406 0.456 0.417 0.405 0.454 -0.064 0.054 0.465 0.437 0.433 0.526 0.528 0.441 0.431 0.460 0.407 0.348 0.457 0.410 0.445 0.390 0.420 0.460 0.504 0.347 0.473 0.111 -0.112 -0.177 1.595 -2.069 1.633 0.003 0.081 -0.085 0.269 -0.114 -0.116 -0.054

=====

Number 1: molecular weight 942.243 g/mol, energy -6179.312265 Ha. Number 2: molecular weight 942.243 g/mol, energy -6179.402167 Ha. Number 3: molecular weight 831.776 g/mol, energy -5866.406831 Ha.